{
  "formula": "C3H2NaO4",
  "method": "ωB97M-V/def2-TZVPD",
  "elements": ["H", "O", "C", "C", "O", "C", "O", "O", "Na", "H"],
  "positions_angstrom": [[0.81813, -1.42946, 1.87869], [0.28641, 0.90762, 1.18428], [0.38973, 0.58399, 2.41644], [0.98180, -0.65065, 2.80749], [0.30499, -1.55286, 3.39796], [-0.85178, 0.23943, -4.63680], [-1.17652, 0.28318, -5.74004], [-0.55784, 0.17282, -3.51327], [-0.03329, 0.28933, -0.97777], [-0.16163, 1.15659, 3.18302]],
  "nbo_charge": [0.099, -0.837, 0.247, 0.011, -0.613, 1.054, -0.455, -0.596, 0.966, 0.123],
  "spin_multiplicity": 2,
  "lumo_energy_ev": [-1.14, -1.14],
  "s_squared": 0.764,
  "charge": 0
}